No. 1
The molecule C2H3N5O at a distorted geometry, computed with ωB97M-V/def2-TZVPD.

LUMO = 0.0048 hartree
total charge = 0
M = 113.08 g/mol
SMILES = [H]/N=C\N=c1/[nH]nno1
HOMO-LUMO gap = 10.105 eV
maximum force = 7.1 eV Å⁻¹
relative energy (zero: lowest compared OMol25 entry of this formula, charge and spin) = 5.4116 eV

Each line ends with the natural charge from an NBO analysis.
CARTESIAN COORDINATES (ANGSTROEM)
O 1.55 -1.31 -0.17  -0.336
N 2.74 -0.60 0.31  0.102
N 1.18 0.72 -0.27  -0.527
N 2.52 0.66 0.18  0.028
N -2.75 -0.01 0.19  -0.635
N -0.64 -0.98 -0.20  -0.528
C -1.58 0.10 0.00  0.300
C 0.49 -0.58 -0.09  0.685
H -1.04 1.20 -0.22  0.093
H 0.73 1.73 -0.35  0.433
H -3.20 -0.94 0.62  0.383

***

No. 2
A cluster of 2 separate species, C2H3N5O in total at a distorted geometry, computed with ωB97M-V/def2-TZVPD.

LUMO = -0.0490 hartree
total charge = 0
M = 113.08 g/mol
HOMO-LUMO gap = 8.518 eV
maximum force = 8.2 eV Å⁻¹
relative energy (zero: lowest compared OMol25 entry of this formula, charge and spin) = 7.9150 eV

Each line ends with the natural charge from an NBO analysis.
CARTESIAN COORDINATES (ANGSTROEM)
O 1.71 -1.09 -0.25  -0.514
N 0.40 -0.67 0.24  -0.082
N -0.91 1.38 -0.14  -0.441
N 1.62 1.41 -0.25  -0.635
N -0.69 -1.43 -0.28  0.067
N -1.86 -0.85 -0.31  -0.249
C -1.90 0.57 -0.02  0.262
C 0.42 0.82 -0.13  0.496
H 2.49 0.97 0.01  0.392
H -3.05 0.91 0.42  0.218
H 1.78 -2.02 0.70  0.486

***

No. 3
The molecule C2H3N5O at a distorted geometry, computed with ωB97M-V/def2-TZVPD.

LUMO = -0.0504 hartree
total charge = 0
M = 113.08 g/mol
SMILES = [H]/N=c1\nncnn1O
HOMO-LUMO gap = 7.439 eV
maximum force = 4.9 eV Å⁻¹
relative energy (zero: lowest compared OMol25 entry of this formula, charge and spin) = 5.4200 eV

Each line ends with the natural charge from an NBO analysis.
CARTESIAN COORDINATES (ANGSTROEM)
O 1.71 -1.22 0.16  -0.455
N -0.43 -1.26 -0.25  -0.199
N 1.66 1.52 -0.13  -0.680
N 0.59 -0.50 -0.08  0.116
N -1.80 0.72 0.14  -0.129
N -0.73 1.46 0.03  -0.178
C 0.52 0.87 0.00  0.409
C -1.64 -0.69 -0.09  0.053
H -2.62 -1.34 0.06  0.232
H 1.32 -2.06 0.29  0.483
H 1.43 2.50 -0.13  0.348

***

No. 4
The molecule C2H3N5O at a distorted geometry, computed with ωB97M-V/def2-TZVPD.

LUMO = -0.0247 hartree
total charge = 0
M = 113.08 g/mol
SMILES = [H]/N=c1/nnonc1N
HOMO-LUMO gap = 9.248 eV
maximum force = 4.7 eV Å⁻¹
relative energy (zero: lowest compared OMol25 entry of this formula, charge and spin) = 5.2017 eV

Each line ends with the natural charge from an NBO analysis.
CARTESIAN COORDINATES (ANGSTROEM)
O 2.06 -0.93 -0.28  -0.179
N -0.49 2.05 -0.24  -0.534
N 0.79 -1.33 -0.03  -0.117
N -1.47 -0.94 0.05  -0.836
N 2.44 0.32 0.07  0.191
N 1.56 1.18 0.31  -0.207
C 0.24 0.96 -0.06  0.251
C -0.13 -0.43 0.03  0.276
H -1.41 1.76 -0.47  0.336
H -1.94 -0.63 0.89  0.391
H -1.65 -2.01 -0.27  0.428

***

No. 5
The molecule C2H3N5O2 at a distorted geometry, computed with ωB97M-V/def2-TZVPD.

LUMO = -0.0587 hartree
total charge = 0
M = 129.08 g/mol
SMILES = [H]/N=c1\nnc(=O)n(O)[nH]1
HOMO-LUMO gap = 8.126 eV
maximum force = 9.0 eV Å⁻¹
relative energy (zero: lowest compared OMol25 entry of this formula, charge and spin) = 4.2309 eV

Each line ends with the natural charge from an NBO analysis.
CARTESIAN COORDINATES (ANGSTROEM)
O -2.19 1.14 0.57  -0.531
O -1.91 -1.24 -0.24  -0.548
N -0.87 -0.43 -0.45  -0.036
N 2.61 -0.33 0.35  -0.619
N 1.04 1.36 -0.38  -0.060
N -0.11 1.75 -0.27  -0.139
N 0.35 -0.97 0.26  -0.458
C 1.30 -0.08 -0.01  0.415
C -1.09 0.80 0.09  0.667
H -2.72 -0.58 0.10  0.511
H 0.40 -1.97 -0.02  0.437
H 3.21 0.54 0.00  0.362

***

No. 6
The molecule C2H3NO at a distorted geometry, computed with ωB97M-V/def2-TZVPD.

LUMO = 0.0211 hartree
total charge = 0
M = 57.05 g/mol
SMILES = N#CCO
HOMO-LUMO gap = 12.133 eV
maximum force = 1.9 eV Å⁻¹
relative energy (zero: lowest compared OMol25 entry of this formula, charge and spin) = 0.7145 eV

Each line ends with the natural charge from an NBO analysis.
CARTESIAN COORDINATES (ANGSTROEM)
O 0.68 -1.16 -0.35  -0.693
N -0.74 2.00 -0.86  -0.296
C -0.19 -0.26 0.37  -0.165
C -0.52 0.96 -0.40  0.236
H 0.33 0.12 1.25  0.210
H -1.02 -0.91 0.63  0.234
H 1.46 -0.74 -0.64  0.473